The following is a DFT calculation (wB97M-V/def2-TZVPD) of one molecule with the formula C23H18Cl3N3O5S.

```
! wB97M-V def2-TZVPD RIJCOSX def2/J DEFGRID3
* xyz 0 1
O 2.847 2.579 -0.886
C 2.453 2.021 -1.877
C 1.219 1.132 -1.899
O 0.703 1.005 -0.589
C 1.451 0.271 0.248
O 2.434 -0.336 -0.098
C 0.900 0.248 1.624
C 1.607 -0.423 2.620
C 1.110 -0.492 3.904
C -0.129 0.074 4.198
Cl -0.751 -0.058 5.791
C -0.843 0.730 3.207
S -2.530 1.360 3.407
O -2.820 1.597 4.786
O -2.686 2.434 2.476
N -3.526 0.135 2.897
C -3.620 -1.053 3.707
C -2.537 -2.100 3.395
C -1.962 -1.991 2.006
C -0.900 -2.815 1.648
C -0.351 -2.758 0.381
C -0.863 -1.871 -0.552
C -1.902 -1.032 -0.200
C -2.450 -1.079 1.076
C -3.545 -0.129 1.478
C -0.318 0.841 1.934
N 3.130 2.169 -3.066
C 2.890 1.669 -4.322
N 1.804 0.948 -4.552
C 1.565 0.468 -5.759
C 2.415 0.689 -6.831
Cl 2.068 0.048 -8.388
C 3.565 1.448 -6.625
C 3.806 1.944 -5.361
Cl 5.219 2.892 -5.058
H 1.490 0.153 -2.308
H 0.436 1.581 -2.510
H 2.552 -0.878 2.365
H 1.658 -0.992 4.687
H -4.615 -1.478 3.536
H -3.560 -0.727 4.746
H -1.716 -2.021 4.111
H -2.965 -3.098 3.518
H -0.507 -3.510 2.375
H 0.474 -3.402 0.121
H -0.447 -1.831 -1.548
H -2.295 -0.323 -0.915
H -4.529 -0.545 1.224
H -3.440 0.833 0.973
H -0.869 1.398 1.195
H 3.968 2.741 -2.990
H 0.660 -0.111 -5.863
H 4.250 1.643 -7.435
*
```

Calculated values
HOMO level = -9.182 eV
molecular weight = 554.84 g mol⁻¹
DFT total energy = -3206.5456 a.u.
SMILES string = O=C(COC(=O)c1ccc(Cl)c(S(=O)(=O)N2CCc3ccccc3C2)c1)Nc1ncc(Cl)cc1Cl
E_LUMO = 0.06 eV

Löwdin atomic charge list, values in e, 8 entries:
1. O 0.13
2. C -0.41
3. C -0.09
4. O 0.01
5. C -0.46
6. O 0.13
7. C -0.09
8. C 0.02

The following is a DFT calculation (wB97M-V/def2-TZVPD) of one molecule with the formula C23H18ClFN4O3 in a non-equilibrium geometry.

```
! wB97M-V def2-TZVPD RIJCOSX def2/J DEFGRID3
* xyz 0 1
C -1.430 -5.607 -3.983
C -1.194 -4.299 -3.698
C -2.390 -3.385 -3.458
O -3.404 -3.341 -4.192
N -2.376 -2.469 -2.415
C -1.297 -2.413 -1.511
C -1.585 -1.636 -0.222
N -2.110 -0.315 -0.626
C -1.564 0.905 -0.005
C -2.397 1.979 -0.087
C -2.117 3.067 0.750
N -1.006 3.204 1.536
C -0.120 2.219 1.426
C 0.958 2.433 2.119
C 2.016 1.513 2.081
C 3.268 1.648 2.805
C 4.201 2.606 2.428
O 3.918 3.295 1.269
C 5.379 2.881 3.105
C 5.786 1.900 4.056
C 4.903 0.937 4.372
C 3.679 0.816 3.762
F 2.842 -0.093 4.195
C 2.031 0.531 1.067
Cl 3.393 -0.517 0.911
C 0.820 0.320 0.442
C -0.299 1.098 0.667
N -3.587 2.008 -0.925
C -3.923 1.003 -1.743
O -4.799 1.167 -2.604
C -3.310 -0.376 -1.481
C -3.162 -1.247 -2.701
H -0.531 -6.159 -4.185
H -2.356 -6.180 -4.374
H -0.184 -3.799 -3.687
H -0.909 -3.355 -1.258
H -0.375 -1.928 -1.908
H -2.321 -2.116 0.472
H -0.614 -1.632 0.383
H -2.808 3.942 0.774
H 1.147 3.321 2.695
H 3.186 2.812 0.807
H 6.119 3.576 2.547
H 6.776 1.936 4.442
H 5.295 0.255 5.103
H 0.800 -0.446 -0.221
H -3.865 2.878 -1.359
H -4.028 -0.926 -0.899
H -2.422 -0.669 -3.398
H -4.033 -1.342 -3.272
*
```

Calculated values
HOMO level = -8.331 eV
molecular weight = 452.87 g mol⁻¹
DFT total energy = -1891.9673 a.u.
SMILES string = C=CC(=O)N1CCN2c3c(cnc4cc(-c5c(O)cccc5F)c(Cl)cc34)NC(=O)[C@H]2C1
relative energy (zero: lowest compared OMol25 entry of this formula, charge and spin) = 273.2 kJ/mol
E_LUMO = -0.45 eV

Löwdin atomic charge list, values in e, 8 entries:
1. C 0.04
2. C -0.08
3. C -0.41
4. O 0.03
5. N -0.05
6. C -0.19
7. C -0.12
8. N 0.00

The following is a DFT calculation (wB97M-V/def2-TZVPD) of C23H18ClNPSSn as an isolated structure in a non-equilibrium geometry.

```
! wB97M-V def2-TZVPD RIJCOSX def2/J DEFGRID3
* xyz 3 1
Sn -2.084 0.787 0.323
Cl -2.140 -2.040 0.080
C -1.011 -2.801 -1.005
C -1.382 -3.940 -1.695
C -0.477 -4.525 -2.577
C 0.790 -3.986 -2.757
C 1.156 -2.834 -2.086
C 0.262 -2.237 -1.187
P 0.795 -0.758 -0.309
C 1.199 -1.044 1.414
C 1.222 -2.359 1.903
C 1.647 -2.578 3.199
C 1.976 -1.508 4.025
C 1.896 -0.199 3.552
C 1.495 0.042 2.254
C 1.957 0.154 -1.318
C 3.227 0.542 -0.863
C 4.054 1.249 -1.716
C 3.615 1.631 -2.981
C 2.358 1.234 -3.438
C 1.533 0.495 -2.618
H -2.365 -4.370 -1.573
H -0.769 -5.405 -3.132
H 1.494 -4.458 -3.427
H 2.141 -2.410 -2.227
H 0.959 -3.194 1.270
H 1.729 -3.590 3.566
H 2.283 -1.693 5.044
H 2.148 0.623 4.204
H 1.412 1.058 1.882
H 3.585 0.235 0.108
H 5.053 1.505 -1.395
H 4.248 2.242 -3.608
H 2.026 1.521 -4.424
H 0.558 0.179 -2.971
S -3.006 1.257 2.654
C -3.679 2.697 1.888
C -4.310 3.725 2.579
C -4.782 4.812 1.852
C -4.652 4.819 0.469
C -4.024 3.745 -0.151
N -3.534 2.722 0.545
H -4.419 3.672 3.652
H -5.245 5.652 2.353
H -5.024 5.637 -0.126
H -3.912 3.691 -1.228
*
```

Calculated values
HOMO level = -17.013 eV
molecular weight = 525.61 g mol⁻¹
DFT total energy = -2354.9804 a.u.
E_LUMO = -13.00 eV

Löwdin atomic charge list, values in e, 8 entries:
1. Sn 1.08
2. Cl 0.66
3. C -0.60
4. C -0.04
5. C 0.03
6. C 0.00
7. C -0.04
8. C -0.37

The following is a DFT calculation (wB97M-V/def2-TZVPD) of a 3-piece molecular cluster, C23H18F7NO4S overall in a non-equilibrium geometry.

```
! wB97M-V def2-TZVPD RIJCOSX def2/J DEFGRID3
* xyz 0 1
H 0.067 0.263 -1.217
N 0.506 -0.368 -0.541
C -0.360 -1.132 -0.003
C 0.055 -2.145 1.019
C -1.845 -1.074 -0.382
C -1.989 -1.418 -1.836
C -2.480 -0.593 -2.768
C -2.549 -1.049 -4.187
O -3.429 -0.732 -4.944
C -1.432 -1.993 -4.565
S -0.722 -1.982 -6.182
O -1.699 -1.706 -7.182
O 0.135 -3.124 -6.308
C 0.400 -0.511 -5.994
F 1.529 -0.890 -5.397
F -0.249 0.364 -5.180
C 0.739 0.237 -7.310
F 1.551 -0.498 -8.047
F 1.368 1.365 -6.980
F -0.339 0.544 -7.996
C -0.944 -2.830 -3.651
C -1.551 -2.781 -2.282
O -1.690 -3.766 -1.598
H -0.349 -3.133 0.780
H -0.310 -1.828 1.998
H 1.140 -2.219 1.075
H -2.439 -1.740 0.245
H -2.176 -0.040 -0.249
H -2.834 0.409 -2.548
H -0.141 -3.528 -3.868
F 1.025 -1.930 3.886
C 0.545 -1.152 4.883
C 1.271 -0.044 5.263
C 0.757 0.779 6.253
C -0.455 0.472 6.856
C -1.160 -0.658 6.464
C -0.664 -1.481 5.462
H 2.214 0.173 4.779
H 1.303 1.661 6.553
H -0.852 1.116 7.630
H -2.104 -0.899 6.934
H -1.202 -2.359 5.129
F 0.867 3.294 4.688
C 1.320 3.406 3.419
C 1.213 2.323 2.570
C 1.692 2.445 1.273
C 2.263 3.637 0.848
C 2.355 4.713 1.721
C 1.879 4.603 3.020
H 0.768 1.403 2.922
H 1.619 1.601 0.598
H 2.638 3.727 -0.163
H 2.803 5.641 1.394
H 1.939 5.428 3.717
*
```

Calculated values
HOMO level = -9.390 eV
molecular weight = 537.45 g mol⁻¹
DFT total energy = -2340.1297 a.u.
SMILES string = [H]/N=C(/C)CC1=CC(=O)C(S(=O)(=O)C(F)(F)C(F)(F)F)=CC1=O.Fc1ccccc1.Fc1ccccc1
E_LUMO = -1.93 eV

Löwdin atomic charge list, values in e, 8 entries:
1. H 0.06
2. N 0.15
3. C -0.41
4. C -0.04
5. C -0.08
6. C -0.15
7. C 0.08
8. C -0.36

The following is a DFT calculation (wB97M-V/def2-TZVPD) of C23H18N4OsS as an isolated structure in a non-equilibrium geometry.

```
! wB97M-V def2-TZVPD RIJCOSX def2/J DEFGRID3
* xyz 2 1
Os 0.309 0.401 -0.625
C -1.585 -0.937 4.361
C -2.210 -0.931 3.122
C -1.450 -0.878 1.967
C -0.054 -0.855 2.045
C 0.572 -0.822 3.300
C -0.194 -0.856 4.445
N 0.678 -0.821 0.846
C 1.899 -1.512 0.710
C 2.317 -2.579 1.500
C 3.551 -3.159 1.260
C 4.386 -2.702 0.235
C 3.975 -1.670 -0.579
C 2.728 -1.105 -0.344
N 2.176 -0.040 -1.058
N 2.808 0.558 -1.953
C 2.105 1.642 -2.472
C 2.721 2.492 -3.366
C 2.049 3.643 -3.757
C 0.777 3.884 -3.263
C 0.193 2.958 -2.418
N 0.840 1.854 -2.016
H -2.179 -1.000 5.264
H -3.288 -0.984 3.056
H -1.925 -0.930 0.996
H 1.648 -0.718 3.365
H 0.286 -0.804 5.413
H 1.668 -2.963 2.275
H 3.876 -3.982 1.884
H 5.346 -3.171 0.072
H 4.593 -1.294 -1.384
H 3.715 2.246 -3.713
H 2.518 4.345 -4.434
H 0.232 4.779 -3.531
H -0.819 3.091 -2.062
S -1.072 -0.918 -1.879
C -2.554 -0.272 -1.241
C -2.561 0.976 -0.606
C -3.740 1.507 -0.119
C -4.920 0.786 -0.260
C -4.913 -0.464 -0.865
C -3.733 -1.002 -1.358
H -1.623 1.537 -0.499
H -3.749 2.481 0.353
H -5.847 1.204 0.107
H -5.831 -1.030 -0.952
H -3.721 -1.981 -1.822
*
```

Calculated values
HOMO level (alpha / beta) = -14.062 / -14.062 eV
molecular weight = 572.72 g mol⁻¹
DFT total energy = -1594.5343 a.u.
E_LUMO (alpha / beta) = -8.83 / -8.83 eV

Löwdin atomic charge list, values in e, 8 entries:
1. Os 1.22
2. C -0.03
3. C -0.04
4. C -0.01
5. C -0.27
6. C -0.02
7. C -0.03
8. N -0.10

The following is a DFT calculation (wB97M-V/def2-TZVPD) of C23H19AlAsBrNO6S5SbTe as an isolated structure.

```
! wB97M-V def2-TZVPD RIJCOSX def2/J DEFGRID3
* xyz -2 1
Al 0.173 0.107 0.096
O -3.749 0.554 -0.156
As -0.950 2.434 2.011
O 0.641 2.550 2.505
O -0.943 1.381 0.524
C -1.673 1.067 3.378
C -2.423 1.699 4.369
C -2.939 1.021 5.465
C -2.716 -0.340 5.601
C -1.981 -1.006 4.631
C -1.477 -0.305 3.542
S -0.628 -1.274 2.317
O -0.358 -2.557 2.910
O -1.453 -1.274 1.103
O 0.604 -0.512 1.933
H -3.016 0.857 0.415
H -2.606 2.767 4.272
H -3.515 1.556 6.213
H -3.111 -0.885 6.451
H -1.791 -2.068 4.704
S -1.753 -2.008 -3.552
Sb 0.434 -1.220 -3.022
S 0.912 -1.922 -0.823
S 0.127 0.986 -2.345
S 1.925 -1.814 -4.614
Te -2.778 -0.525 -1.537
C -4.492 -1.774 -1.623
C -4.362 -3.150 -1.755
C -5.497 -3.953 -1.747
C -6.754 -3.382 -1.616
C -6.879 -2.005 -1.480
C -5.749 -1.201 -1.474
C -3.505 0.863 -2.966
C -3.972 0.475 -4.212
C -4.454 1.433 -5.094
C -4.451 2.774 -4.737
C -3.971 3.157 -3.492
C -3.504 2.202 -2.600
H -3.380 -3.589 -1.876
H -5.393 -5.026 -1.846
H -7.638 -4.010 -1.616
H -7.859 -1.556 -1.369
H -5.836 -0.130 -1.336
H -3.938 -0.568 -4.501
H -4.820 1.129 -6.068
H -4.815 3.522 -5.432
H -3.953 4.203 -3.212
H -3.136 2.491 -1.624
Br 1.233 3.590 -0.676
C 2.396 2.381 0.177
C 3.628 2.900 0.556
C 4.567 2.052 1.099
C 4.258 0.707 1.225
C 3.011 0.282 0.823
N 2.077 1.102 0.317
H 3.817 3.953 0.418
H 5.532 2.435 1.410
H 4.959 -0.007 1.632
H 2.723 -0.755 0.908
*
```

Calculated values
HOMO level = -2.016 eV
molecular weight = 996.91 g mol⁻¹
DFT total energy = -8945.7971 a.u.
relative energy (zero: lowest compared OMol25 entry of this formula, charge and spin) = 108.9 kJ/mol
E_LUMO = 4.06 eV

Löwdin atomic charge list, values in e, 8 entries:
1. Al -0.58
2. O -0.49
3. As 0.99
4. O -0.67
5. O -0.61
6. C -0.29
7. C -0.16
8. C -0.11

The following is a DFT calculation (wB97M-V/def2-TZVPD) of C23H19AsN4O12S2V as an isolated structure.

```
! wB97M-V def2-TZVPD RIJCOSX def2/J DEFGRID3
* xyz -2 2
V -0.326 1.816 0.465
C 1.773 -3.568 -4.963
C 1.727 -3.262 -3.489
C 2.571 -3.917 -2.597
C 2.510 -3.653 -1.236
C 1.596 -2.730 -0.757
C 0.749 -2.058 -1.630
C 0.823 -2.328 -2.987
S 1.487 -2.381 0.999
O 0.228 -2.969 1.443
O 2.670 -2.996 1.584
N 1.373 -0.833 1.111
C 2.229 -0.002 0.455
C 3.572 -0.319 0.142
C 4.354 0.587 -0.537
C 3.821 1.820 -0.896
C 2.507 2.074 -0.559
N 1.715 1.198 0.074
H 2.749 -3.959 -5.256
H 1.570 -2.676 -5.558
H 1.023 -4.317 -5.231
H 3.294 -4.634 -2.974
H 3.174 -4.142 -0.534
H 0.051 -1.323 -1.237
H 0.168 -1.795 -3.669
H 3.961 -1.272 0.470
H 5.382 0.338 -0.775
H 4.400 2.571 -1.416
H 2.040 3.022 -0.796
O -2.354 -2.338 0.328
As -2.362 -0.619 0.695
O -1.039 0.013 -0.081
O -2.503 -0.381 2.311
C -3.806 -0.063 -0.484
C -4.763 -1.023 -0.801
C -5.750 -0.771 -1.743
C -5.784 0.457 -2.386
C -4.840 1.424 -2.071
C -3.850 1.177 -1.130
S -2.745 2.570 -0.763
O -1.494 2.448 -1.515
O -3.538 3.730 -1.083
O -2.421 2.382 0.668
H -1.539 -2.689 0.750
H -4.714 -1.990 -0.318
H -6.482 -1.535 -1.974
H -6.547 0.672 -3.124
H -4.871 2.400 -2.537
O 1.844 2.766 6.445
C 1.125 3.474 5.509
O 0.963 4.648 5.669
C 0.608 2.626 4.418
C 0.013 1.390 4.625
N -0.381 0.925 3.428
N -0.063 1.782 2.465
C 0.517 2.842 3.020
C 0.879 3.921 2.036
O 1.550 4.890 2.358
O 0.398 3.666 0.861
H 1.999 1.885 6.082
H -0.200 0.854 5.535
H -1.041 0.171 3.162
*
```

Calculated values
HOMO level (alpha / beta) = -0.932 / 0.026 eV
expectation value of S² = 0.779
molecular weight = 733.42 g mol⁻¹
DFT total energy = -5986.1707 a.u.
relative energy (zero: lowest compared OMol25 entry of this formula, charge and spin) = 82.6 kJ/mol
E_LUMO (alpha / beta) = 4.22 / 4.22 eV

Löwdin atomic charge list, values in e, 8 entries:
1. V 0.82
2. C -0.07
3. C -0.29
4. C -0.06
5. C -0.06
6. C -0.26
7. C -0.03
8. C -0.03

The following is a DFT calculation (wB97M-V/def2-TZVPD) of C23H19BrN7ORbS as an isolated structure.

```
! wB97M-V def2-TZVPD RIJCOSX def2/J DEFGRID3
* xyz 0 1
Rb -1.605 0.063 -2.902
C -5.271 1.201 1.023
C -4.564 0.567 -0.145
N -4.183 1.224 -1.176
N -4.486 2.552 -1.183
C -4.173 3.380 -2.221
N -4.637 4.637 -2.047
S -3.309 2.969 -3.571
C -4.278 -0.896 -0.118
C -5.058 -1.763 0.639
C -4.759 -3.117 0.632
C -3.681 -3.560 -0.110
C -2.957 -2.623 -0.836
N -3.253 -1.330 -0.855
H -4.690 2.045 1.406
H -5.383 0.508 1.850
H -6.266 1.564 0.748
H -5.000 2.935 -0.403
H -5.230 4.903 -1.281
H -4.454 5.303 -2.776
H -5.898 -1.403 1.216
H -5.358 -3.810 1.207
H -3.395 -4.602 -0.132
H -2.085 -2.919 -1.411
Br 4.127 -3.523 5.439
C 4.617 -2.337 4.039
C 5.732 -2.622 3.267
C 6.094 -1.749 2.254
C 5.323 -0.620 2.000
C 4.225 -0.329 2.799
C 3.867 -1.193 3.823
N 5.776 0.324 1.025
N 5.097 0.640 0.029
C 3.883 0.053 -0.373
C 3.464 -1.258 -0.162
C 2.295 -1.757 -0.706
C 1.424 -0.977 -1.501
O 0.337 -1.412 -1.970
C 1.871 0.398 -1.763
N 1.073 1.168 -2.544
C 1.451 2.392 -2.828
C 2.652 2.954 -2.366
C 3.462 2.202 -1.563
C 3.089 0.880 -1.229
H 6.313 -3.513 3.462
H 6.968 -1.938 1.644
H 3.642 0.562 2.608
H 3.011 -0.983 4.449
H 4.069 -1.939 0.417
H 2.018 -2.788 -0.528
H 0.784 2.980 -3.454
H 2.918 3.965 -2.645
H 4.392 2.593 -1.178
*
```

Calculated values
HOMO level = -6.195 eV
molecular weight = 606.89 g mol⁻¹
DFT total energy = -4342.6692 a.u.
relative energy (zero: lowest compared OMol25 entry of this formula, charge and spin) = 0.0 kJ/mol
E_LUMO = -0.52 eV

Löwdin atomic charge list, values in e, 8 entries:
1. Rb 0.87
2. C -0.03
3. C -0.25
4. N 0.08
5. N -0.03
6. C -0.90
7. N 0.08
8. S 0.58